101
Properties=species:S:1:pos:R:3 method="wB97M-V/def2-TZVPD" multiplicity=1 lumo_ev=0.00 homo_lumo_gap_ev=9.941
H -3.741 -2.197 2.263
H -1.297 -3.673 -1.133
H -3.841 5.974 -0.711
O -1.665 -5.303 -3.116
H -2.834 -6.988 -2.907
C 4.945 2.977 -1.419
H -2.064 6.988 -1.973
H -4.621 6.204 -2.257
C 1.823 3.174 -1.360
C 5.371 4.328 -0.915
O 0.961 -3.584 -0.700
H 6.017 4.246 -0.041
C -1.120 -7.049 -1.575
O 2.367 -3.785 -2.687
O -1.593 -3.081 -3.997
H -3.745 1.583 4.768
C 3.203 -2.214 -0.764
H 2.098 -1.256 -4.886
H 2.959 -1.498 -1.549
C 2.776 -0.316 3.324
H 5.968 4.879 -1.645
Br -2.448 -0.246 0.254
H 2.551 0.642 3.788
C -1.614 4.874 -2.220
C 4.327 -2.164 3.440
C 2.601 -2.046 -4.331
C -4.088 2.588 2.919
H -4.509 3.550 3.223
H -4.352 2.347 1.894
O -3.850 4.287 -1.854
H -0.927 -6.593 -0.600
O 2.937 1.047 -2.361
H -1.446 5.908 1.886
C -3.196 -2.628 3.109
H 2.335 -2.147 4.379
H -0.801 4.683 -2.913
H -3.921 -3.204 3.684
O -2.621 3.502 0.667
H -1.230 4.898 -1.195
H 3.415 -1.599 -3.758
H -2.273 -2.248 -1.573
C -2.264 -3.336 -1.496
Br -0.669 0.071 -2.317
H 4.483 4.921 -0.690
H 5.805 2.407 -1.771
H 2.017 2.609 -0.454
O -3.787 -4.186 -3.464
S -2.419 -3.895 -3.186
H 4.273 -2.380 -0.784
H 3.099 -2.741 -5.011
C -2.242 -6.313 -2.286
C 1.629 -2.789 -3.445
S 2.730 2.416 -2.685
H -0.853 -1.946 1.689
H -1.399 -8.082 -1.369
H -0.923 1.590 -0.430
H -2.900 5.446 2.779
H 0.849 -3.286 -4.013
O -2.640 2.806 3.035
H -0.185 -6.994 -2.127
C -2.667 3.777 -2.249
H 2.836 -1.808 0.172
O 3.165 -4.809 -0.723
C 3.178 -1.475 4.219
H 5.218 -2.217 4.060
C -4.393 1.469 3.902
C -3.771 5.721 -1.773
O -0.540 3.025 1.883
H -5.426 1.508 4.240
H -4.133 0.534 3.411
C -1.279 -1.518 3.696
Br 0.744 -0.049 0.555
O -2.618 -1.581 3.902
H 3.535 -1.227 5.217
C -2.020 -3.498 2.682
H -3.130 -3.606 -0.899
O 4.649 -1.295 2.342
H 1.846 -0.604 2.827
H 2.071 4.229 -1.289
H 0.771 3.123 -1.642
O 4.144 0.740 1.616
S 2.326 -3.722 -1.103
C 3.915 -0.166 2.355
H 1.160 -2.090 -2.751
O 4.123 3.163 -2.599
C -1.868 5.173 2.569
H -1.814 -4.190 3.503
H 0.121 -2.918 2.886
H -2.214 -4.062 1.772
H 4.440 2.395 -0.661
C -0.829 0.514 -0.425
O 2.176 2.850 -3.921
O -2.535 2.666 -2.637
H -2.960 -5.917 -1.563
C -0.847 -2.511 2.620
H -2.701 6.247 -3.540
S -1.864 3.543 1.884
O -0.591 -0.728 4.280
C -2.462 6.116 -2.489
H -1.274 5.165 3.479
H 4.057 -3.144 3.056

=====

82
Properties=species:S:1:pos:R:3 method="wB97M-V/def2-TZVPD" multiplicity=5 de_lowest_kj_mol=247.0 lumo_ev="-0.24 / -4.23" s2=6.03 homo_lumo_gap_ev="6.230 / 3.153"
O -1.922 -4.080 1.697
C -0.742 2.362 -0.199
H 0.822 -6.272 0.827
O 1.796 -2.700 1.427
C -3.501 1.970 -0.307
O 1.034 -0.653 -1.055
H -0.701 1.553 -2.171
C -3.862 -1.916 0.259
H 1.714 -6.685 2.742
C -2.707 1.566 -1.374
H -3.516 2.729 1.700
H 3.052 3.805 -1.035
C 2.295 4.468 -1.467
C 0.124 -0.490 -1.928
H 2.322 5.417 -0.906
N -3.699 -1.073 1.418
H 1.628 -3.173 3.437
C 2.856 0.037 1.340
O -1.238 -4.598 3.985
O -1.431 -0.909 1.083
C 0.919 3.863 -1.398
N 0.348 -0.076 -3.185
Cl -1.703 -3.479 3.100
H 0.696 -5.851 3.953
Cl 1.921 1.874 4.360
H 2.855 0.973 1.916
H -3.608 -1.363 -0.661
C -2.897 2.464 0.847
H 2.160 1.001 -2.906
H -5.499 -0.006 1.678
C 1.506 -5.730 3.226
C -1.515 2.610 0.926
H -3.131 1.124 -2.273
H -1.016 2.910 1.849
C 1.681 0.334 -3.648
H 1.066 3.221 0.641
Cl -1.611 1.855 4.243
H 1.554 0.909 -4.568
C -1.323 1.744 -1.303
H -0.327 -0.781 -5.061
C 0.661 -5.197 0.927
H 2.120 -0.622 1.810
H 2.411 -5.369 3.727
H 4.134 -1.429 -0.669
H 4.076 2.299 -0.051
H 0.026 6.400 -2.604
H 0.837 5.385 -3.832
O 1.526 1.692 -0.638
H 4.142 1.892 -1.776
H 4.134 -0.672 -2.265
N 1.181 -4.767 2.200
H -3.204 -2.796 0.343
H -4.909 -2.228 0.208
H 1.204 -4.673 0.140
H -0.909 -0.756 -1.661
Si 2.426 0.388 -0.502
C -4.874 -0.750 2.203
H 2.327 -0.537 -3.836
H -0.940 5.456 -3.727
H -2.427 0.123 2.534
H 2.853 -1.802 -1.814
H 3.835 -0.446 1.507
H -5.470 -1.666 2.346
C 4.082 1.462 -0.764
Rh 0.270 0.572 4.148
H -1.079 3.878 -2.081
H -1.044 0.772 -4.557
H 2.573 4.710 -2.506
H 4.953 0.824 -0.560
C 0.706 2.814 -0.313
C 3.493 -0.985 -1.436
C -2.455 -0.604 1.698
C 1.547 -3.456 2.361
C -0.013 5.445 -3.141
H -4.564 -0.334 3.171
H -4.577 1.834 -0.360
H -0.418 -4.997 0.863
C -0.085 4.303 -2.191
O -3.048 -3.046 3.581
C -0.704 -0.212 -4.203
O 0.370 -1.125 4.283
H -1.566 -0.736 -3.769

=====

7
Properties=species:S:1:pos:R:3 method="wB97M-V/def2-TZVPD" multiplicity=1 lumo_ev="-0.69 / -0.69" homo_lumo_gap_ev="5.378 / 5.377"
C -0.101 -0.400 0.727
O 0.796 -1.324 0.817
O -1.308 1.230 -0.541
C -0.419 0.319 -0.425
Li 1.948 -1.500 -0.583
Sn -1.436 1.424 1.475
F 0.519 0.249 -1.470

=====

24
Properties=species:S:1:pos:R:3 method="wB97M-V/def2-TZVPD" multiplicity=1 de_lowest_kj_mol=0.0 charge=-1 lumo_ev="1.61 / 1.61" homo_lumo_gap_ev="4.014 / 4.015"
Ga 0.555 0.831 1.377
C -1.647 1.710 -0.821
H -0.383 -2.952 0.779
H -2.309 0.995 -1.325
O 0.177 1.142 3.208
C 0.927 -1.363 -1.870
H -0.929 -0.852 -3.018
C -0.181 -2.392 -0.129
C 1.105 -2.040 -0.630
H -2.013 2.147 0.117
H 1.447 2.345 -2.166
C -1.156 -1.965 -1.079
C -0.481 2.061 -1.348
H 0.068 3.239 -3.030
H 2.641 1.459 0.556
H 2.055 -2.256 -0.151
C -0.470 -1.318 -2.150
O -0.079 -0.932 3.992
H 1.709 -0.926 -2.484
H -2.233 -2.120 -1.007
O -0.788 -0.356 1.956
C 0.377 2.563 -2.221
N 1.810 1.088 0.075
N -0.201 -0.110 3.106

=====

We obtain molecular weight values of 1007.645, 726.961, 200.670, 251.902 g/mol for the records listed above, in that order.